9
Properties=species:S:1:pos:R:3:forces:R:3 method="wB97M-V/def2-TZVPD" multiplicity=1 lumo_energy_ev=0.68 homo_energy_ev=-9.5 energy_ha=-743.4642 de_lowest_kcal_mol=47.1 smiles=Fc1cc(S)no1
C -0.624 0.289 0.123 -5.352 4.433 -0.870
C 0.313 -0.618 0.172 4.390 -6.598 -1.253
C 1.479 0.144 0.104 -0.036 -0.942 -1.435
H -2.639 -1.044 0.042 0.082 -0.981 0.192
H 0.171 -1.778 -0.155 0.715 3.117 1.486
N -0.159 1.519 0.021 -1.579 0.809 0.191
O 1.192 1.422 -0.031 0.873 -0.814 0.723
F 2.740 -0.178 -0.175 -0.960 0.089 0.706
S -2.473 0.243 -0.101 1.867 0.886 0.261


7
Properties=species:S:1:pos:R:3:forces:R:3 method="wB97M-V/def2-TZVPD" multiplicity=1 lumo_energy_ev=-0.16 homo_energy_ev=-9.0 energy_ha=-3087.2904 de_lowest_kcal_mol=14.2 smiles=COSBr
C 0.647 -0.488 -0.106 1.807 -3.032 1.098
O 0.174 0.321 0.902 -0.780 1.058 1.741
S -1.437 0.536 1.090 0.514 -0.293 -0.291
Br -1.846 1.685 -0.723 -0.274 0.203 -0.074
H 0.030 -0.479 -0.936 -1.880 -0.709 -1.483
H 0.950 -1.591 0.288 -0.872 2.567 -1.038
H 1.483 0.017 -0.515 1.484 0.206 0.047


29
Properties=species:S:1:pos:R:3:forces:R:3 method="wB97M-V/def2-TZVPD" multiplicity=1 lumo_energy_ev=0.68 homo_energy_ev=-9.0 energy_ha=-442.3338 de_lowest_kcal_mol=29.6
C -1.882 0.166 0.213 -0.194 -0.002 0.048
C -1.805 1.217 -0.897 -0.155 -0.154 0.184
C -1.379 0.772 1.524 -0.409 -0.134 -0.040
C -3.337 -0.278 0.374 0.252 -0.067 0.080
C -1.029 -1.055 -0.138 -0.205 0.135 0.067
H -0.779 1.492 -1.101 0.062 0.140 -0.063
H -2.370 2.105 -0.616 -0.096 0.090 0.011
H -2.229 0.820 -1.820 -0.036 -0.005 -0.098
H -0.344 1.074 1.424 0.350 0.085 0.027
H -1.461 0.049 2.341 0.064 0.045 0.002
H -1.965 1.656 1.788 -0.005 -0.009 0.042
H -3.436 -1.011 1.176 -0.015 -0.062 0.047
H -3.979 0.563 0.607 -0.173 0.229 0.044
H -3.694 -0.732 -0.547 -0.097 -0.083 -0.132
H 0.026 -0.822 -0.058 0.099 -0.082 -0.030
H -1.238 -1.385 -1.155 0.009 -0.095 -0.082
H -1.252 -1.877 0.543 0.000 -0.100 0.056
C 3.583 -0.075 0.790 -0.186 -0.274 0.170
N 2.475 -0.324 -0.109 0.158 -0.486 0.031
N 2.543 -1.489 -0.895 0.503 -0.094 -0.168
C 1.836 0.742 -0.702 0.359 0.103 0.140
N 1.169 0.758 -1.762 -0.206 0.443 -0.778
H 2.467 -2.306 -0.294 -0.009 0.215 -0.110
H 3.436 -1.544 -1.415 -0.534 0.112 0.413
H 1.138 -0.138 -2.236 0.126 -0.282 0.096
H 1.920 1.662 -0.130 0.082 0.041 0.185
H 3.701 -0.935 1.462 0.013 0.267 -0.128
H 4.513 0.085 0.245 0.252 -0.006 -0.073
H 3.371 0.810 1.386 -0.009 0.029 0.057


13
Properties=species:S:1:pos:R:3:forces:R:3 method="wB97M-V/def2-TZVPD" multiplicity=1 lumo_energy_ev=1.18 homo_energy_ev=-8.8 energy_ha=-249.4045 de_lowest_kcal_mol=43.1 smiles="C1=C[C@H]2N[C@H]2C1"
C 0.506 -1.127 0.156 -0.060 -0.373 -1.399
C 1.136 -0.058 -0.694 0.148 0.955 0.421
C 0.563 1.143 -0.504 0.543 -0.596 -0.411
C -0.604 1.072 0.384 0.035 -1.241 1.521
N -1.672 0.173 0.049 -0.468 -0.515 -0.748
C -0.664 -0.494 0.833 0.002 2.114 0.243
H 1.201 -1.627 0.825 0.058 0.064 0.135
H 0.180 -1.857 -0.599 -0.156 -0.463 0.400
H 1.959 -0.265 -1.373 -0.140 0.057 0.098
H 0.908 2.071 -0.945 -0.103 -0.083 -0.078
H -0.896 1.919 0.995 0.102 -0.121 0.128
H -1.630 -0.088 -0.930 -0.061 -0.098 -0.186
H -0.989 -0.860 1.805 0.100 0.301 -0.124


14
Properties=species:S:1:pos:R:3:forces:R:3 method="wB97M-V/def2-TZVPD" multiplicity=1 lumo_energy_ev=0.46 homo_energy_ev=-10.6 energy_ha=-323.9159 de_lowest_kcal_mol=32.4 smiles="C=N.O.O.O"
C -0.452 2.099 -1.877 -0.686 -0.379 -2.689
N 0.326 1.085 -1.938 -1.574 0.418 1.329
H -1.057 2.541 -1.093 1.079 -0.071 1.048
H -0.767 2.515 -2.864 -0.100 0.045 0.652
H 0.265 0.810 -2.914 1.168 -0.034 -0.217
H -0.470 -0.136 0.067 0.225 -0.172 -0.092
H -1.516 0.194 1.111 -0.005 -0.345 0.070
O -0.884 -0.495 0.865 -0.108 0.526 -0.113
H -0.066 -3.979 1.040 -0.078 0.205 -0.073
H -0.632 -2.578 0.717 -0.013 -0.079 0.047
O -0.648 -3.504 0.436 0.041 -0.044 0.042
H 1.261 0.710 2.141 -0.648 -0.786 0.005
H 2.678 0.694 2.124 0.614 -0.663 0.044
O 1.963 0.044 2.184 0.086 1.378 -0.053


31
Properties=species:S:1:pos:R:3:forces:R:3 method="wB97M-V/def2-TZVPD" charge=-1 multiplicity=1 lumo_energy_ev=3.34 homo_energy_ev=-3.5 energy_ha=-856.1224 de_lowest_kcal_mol=110.1
I -1.776 1.972 -1.830 -3.432 2.644 -7.966
C 0.285 3.080 0.604 -1.691 2.549 -1.481
O -1.103 2.702 0.700 2.525 1.255 4.700
H 0.218 4.106 0.243 0.662 0.488 0.187
H 0.903 3.025 1.500 -0.529 -0.112 0.379
H 0.787 2.486 -0.160 -0.042 1.870 -0.332
H -1.392 2.432 -0.175 -0.058 0.608 0.360
C 2.241 -0.804 -3.066 -1.279 0.985 0.135
O 1.459 -0.659 -1.893 0.023 -1.012 0.100
C 1.359 0.589 -1.261 0.347 0.423 0.865
C 0.590 0.486 0.091 0.574 -2.500 -0.342
N -0.760 0.043 -0.150 -0.016 -1.462 1.176
C -1.633 -0.080 1.023 1.017 -0.149 -0.254
C -1.263 -1.317 1.868 0.076 0.354 -1.254
O -1.150 -2.410 0.950 -0.611 -1.259 0.823
C -0.888 -3.656 1.645 0.595 1.706 -1.339
H 1.692 -1.501 -3.700 0.113 -0.087 -0.089
H 3.261 -1.169 -2.948 0.156 0.030 0.524
H 2.249 0.164 -3.566 0.291 0.063 -0.373
H 0.888 1.385 -1.838 -0.241 -0.413 -0.675
H 2.359 0.978 -1.070 0.528 0.039 0.374
H 0.680 1.451 0.589 0.214 -2.831 0.599
H 1.038 -0.339 0.646 0.638 0.100 0.316
H -1.194 0.816 -0.633 0.643 -2.078 0.965
H -2.656 -0.101 0.648 -0.139 -0.702 -0.128
H -1.613 0.907 1.485 0.223 -0.348 1.294
H -1.996 -1.502 2.653 -0.252 -0.170 0.114
H -0.280 -1.233 2.330 0.160 0.420 0.316
H -1.720 -3.911 2.303 0.203 -0.198 0.224
H 0.087 -3.521 2.113 -0.098 -0.164 0.927
H -0.673 -4.418 0.896 -0.601 -0.046 -0.141